C13H50N2O18 | ωB97M-V with the def2-TZVPD basis set

```
83
Properties=species:S:1:pos:R:3:forces:R:3:lowdin_charge:R:1
N -1.48002 30.69781 -4.61566 -4.84 3.80 0.12 0.1661
C -0.34711 30.20105 -4.26309 1.90 -1.60 -2.32 -0.6748
N -0.12701 29.14220 -5.02564 1.17 -2.47 -1.10 0.1974
O 0.45690 30.70802 -3.50037 0.24 0.44 1.16 0.0327
H -2.15746 30.23326 -5.20333 0.52 0.09 -0.07 0.1300
H -1.71209 31.63995 -4.33527 0.00 -0.15 0.11 0.1349
H -0.72748 28.85955 -5.78699 -0.24 0.49 0.37 0.1244
H 0.76428 28.67433 -5.10816 0.30 -0.08 0.79 0.0603
O -2.20430 26.36559 0.98813 0.85 -0.06 -0.50 -0.0872
C -1.25153 26.15370 2.02278 0.47 -2.09 0.15 -0.1776
C -0.43377 24.81280 1.82988 -0.20 0.38 -0.26 -0.2221
O -1.14074 23.62432 2.19353 -0.18 0.49 -0.09 -0.0718
H -3.09879 26.26845 1.32286 0.01 0.30 0.56 0.0325
H -0.53549 26.96871 2.12838 -0.20 0.26 -0.28 0.1140
H -1.77441 26.00336 2.96728 -0.01 0.30 0.14 0.1219
H 0.49558 24.81545 2.39945 -0.16 0.32 0.43 0.1110
H -0.09917 24.66023 0.80379 -0.10 0.54 -0.34 0.1079
H -1.49576 23.28592 1.36827 -0.21 -0.19 0.12 0.0776
O -3.46796 34.49158 -0.48858 -1.55 -0.12 1.35 -0.0387
C -2.11056 34.45211 -0.69600 0.79 -0.30 -1.56 -0.2673
C -1.62752 33.13737 -1.26144 0.65 -1.19 0.25 -0.2127
O -1.47606 32.04395 -0.32342 -0.43 1.05 -0.49 -0.0647
H -3.95753 34.30179 -1.29226 0.11 -0.01 -0.09 0.0978
H -1.89611 35.15637 -1.49982 0.58 0.53 0.09 0.1185
H -1.56018 34.71477 0.20743 -0.25 0.07 0.06 0.1346
H -0.67089 33.27141 -1.76640 0.23 0.22 -0.02 0.1188
H -2.29535 32.76531 -2.03840 -0.38 0.09 0.02 0.1088
H -0.65848 32.25262 0.13443 0.12 -0.42 0.34 0.0956
O -4.71866 26.67112 2.05624 0.40 0.15 0.41 -0.0838
C -5.40688 26.01200 1.01619 0.59 -1.12 0.27 -0.2295
C -5.75531 24.56918 1.39116 -1.31 0.31 0.22 -0.2122
O -6.85340 24.41226 2.32709 0.71 0.23 -0.91 -0.0631
H -5.32644 27.02073 2.71195 -0.07 0.02 -0.04 0.1086
H -6.15065 26.69591 0.60733 -0.46 -0.61 -0.08 0.1343
H -4.67598 25.76825 0.24517 0.27 0.77 -0.38 0.1100
H -4.90080 24.02718 1.79631 0.41 0.41 0.00 0.1223
H -5.96072 24.08287 0.43752 -0.68 -0.27 0.17 0.1187
H -6.46637 24.61126 3.18278 -0.15 -0.07 0.22 0.0737
O 4.75909 33.46959 -2.76896 -0.73 0.22 1.17 -0.0345
C 4.90437 32.29829 -3.47461 1.11 -2.36 -1.31 -0.2913
C 3.77855 31.24626 -3.28983 0.20 2.25 -1.21 -0.2028
O 2.76139 31.87732 -4.08389 -0.08 -0.39 0.42 -0.0889
H 3.89488 33.30793 -2.38346 -0.28 0.99 0.42 0.0774
H 4.90353 32.55050 -4.53503 -0.07 -0.25 -0.26 0.1144
H 5.86547 31.81669 -3.29446 0.31 0.13 0.40 0.1094
H 3.45083 31.17548 -2.25268 0.12 -0.22 0.25 0.1148
H 4.04491 30.27474 -3.70612 0.19 -0.09 0.15 0.1122
H 1.91671 31.51457 -3.80723 -0.39 -0.12 -0.17 0.0106
O -5.18175 31.96757 0.58442 0.43 -0.30 -0.44 -0.0535
C -5.01789 30.81787 -0.23408 -1.93 -0.86 0.32 -0.2312
C -4.44423 29.63745 0.55805 -0.15 0.15 -0.34 -0.2615
O -3.23900 30.06428 1.04075 2.31 0.88 1.15 -0.0674
H -4.30889 32.36708 0.57441 0.11 0.50 0.49 0.0554
H -6.02979 30.55654 -0.54372 -0.10 -0.06 -0.30 0.1154
H -4.46146 31.05157 -1.14175 0.38 -0.20 -0.02 0.1043
H -4.15288 28.74480 0.00453 -1.23 -0.34 -0.71 0.1088
H -5.01690 29.37641 1.44800 -0.54 0.02 -0.33 0.1180
H -2.78810 30.38485 0.25619 0.77 0.34 0.20 0.0322
O 0.48012 29.92444 -1.05727 0.44 -1.08 0.86 -0.0963
C -0.63837 29.09191 -0.89338 -0.70 -0.46 -0.12 -0.2227
C -0.55273 27.65314 -1.48656 -0.36 1.06 0.36 -0.1576
O -1.93235 27.19908 -1.69907 2.09 0.45 -0.49 -0.1015
H 0.43870 30.11474 -1.99731 0.74 0.76 -0.58 0.0174
H -0.91192 29.03406 0.16015 0.02 0.02 0.05 0.1242
H -1.44609 29.60431 -1.41601 -0.45 -0.16 0.12 0.0948
H 0.02361 27.01272 -0.81888 -0.38 -0.33 0.21 0.1122
H 0.03785 27.67217 -2.40250 -0.49 0.01 -0.43 0.0945
H -2.15263 26.81207 -0.84860 -0.45 -0.33 0.71 0.0486
O 1.93877 27.53180 -4.59566 0.36 -0.31 -0.59 -0.0427
H 2.46755 27.98971 -3.94226 0.32 0.10 0.55 0.0212
H 1.55765 26.79305 -4.12107 -0.09 -0.21 0.13 0.0515
O -1.65259 24.58185 -2.65254 0.20 -0.51 -0.04 -0.0590
H -2.10406 24.19746 -3.40398 -0.08 -0.22 -0.15 0.0297
H -1.73133 25.52685 -2.78294 -0.17 0.62 0.29 -0.0081
O 2.87161 27.75058 -1.86417 0.10 -0.01 -0.32 -0.0323
H 2.79205 26.84877 -1.55331 0.08 -0.30 0.09 0.0529
H 2.66732 28.28730 -1.09838 -0.22 0.36 0.23 0.0306
O -3.42293 29.21549 -3.07865 -0.66 0.24 -0.24 -0.0445
H -2.96588 29.90374 -3.56203 0.01 0.10 0.22 -0.0229
H -2.72497 28.71521 -2.65580 0.14 -0.65 0.38 -0.0170
O 1.93933 30.07595 1.27368 0.27 -0.15 0.69 -0.0541
H 2.79962 30.20158 0.87324 0.21 0.12 -0.02 0.0230
H 1.33736 30.00749 0.53261 -0.29 0.13 -0.62 -0.0307
```
Positions in Å, forces in eV/Å.

- spin multiplicity = 1
- LUMO (eV) = 0.0
- highest occupied orbital energy (eV) = -9.46
- calculated total energy (a.u.) = -1989.0246
- energy above the lowest of the compared OMol25 structures with the same formula, charge and spin (kcal per mole) = 16.15
- SMILES = NC(N)=O.OCCO.OCCO.OCCO.OCCO.OCCO.OCCO.O.O.O.O.O